(1)
Here is the molecule C6H12 from the OMol25 dataset. Energies are from wB97M-V/def2-TZVPD.

Kohn-Sham gap, eV: 11.45
Relative energy (zero: lowest compared OMol25 entry of this formula, charge and spin), kcal/mol: 19.1
HOMO, eV: -10.43
SMILES string: CC1(C)CCC1
Electronic energy, Eh: -235.78779
Spin multiplicity: 1

Each line ends with the natural charge from an NBO analysis.
Cartesian coordinates (Å):
C1 -0.157821 1.780689 0.328430  -0.602
C2 0.144390 0.308319 0.070279  -0.043
C3 1.640236 0.054586 0.230866  -0.600
C4 -0.667657 -0.745568 0.876650  -0.402
C5 -0.980116 -1.502777 -0.434036  -0.404
C6 -0.423012 -0.308381 -1.239441  -0.402
H1 0.456845 2.421229 -0.317341  0.207
H2 -1.208244 2.035402 0.144263  0.206
H3 0.078239 2.045448 1.367255  0.207
H4 2.224255 0.598555 -0.522232  0.206
H5 1.866269 -1.014439 0.135437  0.205
H6 1.969047 0.383797 1.225388  0.206
H7 -0.071028 -1.303651 1.604558  0.201
H8 -1.546916 -0.347094 1.393246  0.204
H9 -2.031316 -1.745457 -0.610958  0.205
H10 -0.389731 -2.418186 -0.547492  0.202
H11 -1.216186 0.299095 -1.688130  0.203
H12 0.312747 -0.541568 -2.016741  0.202

Force components x, y, z for each atom (eV/Å):
-0.0213 0.0158 0.0070
0.0930 0.0914 0.0337
0.0504 -0.0307 -0.0102
0.0026 0.0013 0.2257
-0.0674 -0.1281 -0.0190
0.0180 0.0771 -0.1783
-0.0985 -0.1076 0.0549
0.1240 -0.1358 0.0410
-0.0467 -0.0511 -0.1373
-0.1005 -0.0664 0.1091
0.0121 0.1555 -0.0170
-0.0038 -0.0860 -0.1585
-0.1093 0.0772 -0.0024
0.0725 0.0097 -0.1798
0.1606 -0.0011 0.0284
-0.1086 0.1651 0.0054
0.1136 -0.0360 0.0936
-0.0907 0.0496 0.1036

(2)
Here is a cluster of 2 separate species, C2H5O2S in total in a non-equilibrium geometry from the OMol25 dataset. Energies are from wB97M-V/def2-TZVPD.

Total charge: -1
Kohn-Sham gap, eV: 8.28
Relative energy (zero: lowest compared OMol25 entry of this formula, charge and spin), kcal/mol: 10.0
HOMO, eV: -4.60
Electronic energy, Eh: -627.92480
Spin multiplicity: 1

Each line ends with the natural charge from an NBO analysis.
Cartesian coordinates (Å):
C1 2.170239 -0.367848 0.427476  -0.732
S1 1.055194 1.050683 0.402257  -0.223
H1 2.368208 -0.841044 -0.516563  0.197
H2 3.111674 -0.022489 0.862944  0.197
H3 1.797214 -1.129239 1.129329  0.204
O1 -3.681407 -0.257185 -0.937675  -0.741
C2 -2.599140 0.230853 -0.646530  0.638
O2 -1.511873 -0.354217 -0.365116  -0.798
H4 -2.566160 1.328289 -0.473553  0.001
H5 -0.143949 0.362195 0.117430  0.257

Force components x, y, z for each atom (eV/Å):
0.0874 -0.2049 1.2961
-0.0200 0.0409 -0.1081
-0.0603 -0.0102 -0.5635
0.0391 -0.0073 -0.2070
0.0021 0.1622 -0.3120
-0.7750 -0.3679 -0.5826
0.7648 0.0523 1.2196
0.0399 -0.3106 -0.2867
0.0185 0.4513 -0.2730
-0.0965 0.1942 -0.1828

(3)
Here is the molecule C19H17ClF3NO3 from the OMol25 dataset. Energies are from wB97M-V/def2-TZVPD.

Kohn-Sham gap, eV: 9.83
Relative energy (zero: lowest compared OMol25 entry of this formula, charge and spin), kcal/mol: 0.0
HOMO, eV: -9.39
SMILES string: CCCC(=O)O[C@H](C(=O)Nc1cc(C(F)(F)F)ccc1Cl)c1ccccc1
Electronic energy, Eh: -1774.55889
Spin multiplicity: 1

Each line ends with the natural charge from an NBO analysis.
Cartesian coordinates (Å):
C1 -4.691273 0.569151 -2.756431  -0.614
C2 -3.297208 0.728069 -3.350435  -0.380
H1 -2.617972 0.000317 -2.901701  0.196
H2 -3.332063 0.531820 -4.423868  0.210
C3 -2.741356 2.140578 -3.130987  -0.503
C4 -2.625350 2.455179 -1.659625  0.812
O1 -3.273037 3.267978 -1.062469  -0.575
O2 -1.676264 1.690844 -1.082922  -0.538
C5 -1.502948 1.850895 0.324733  -0.031
C6 -2.485881 1.012554 1.113066  0.040
C7 -2.928088 -0.204506 0.612961  -0.255
C8 -3.818272 -0.973222 1.341788  -0.192
C9 -4.256039 -0.539208 2.580824  -0.216
C10 -3.803718 0.667589 3.088084  -0.186
C11 -2.923354 1.444523 2.357047  -0.221
H3 -2.570153 2.385720 2.748810  0.224
H4 -4.141965 1.008433 4.054852  0.216
H5 -4.948621 -1.140808 3.150007  0.216
H6 -4.166211 -1.913634 0.940825  0.213
H7 -2.589792 -0.546645 -0.354756  0.209
H8 -1.627430 2.907668 0.589796  0.242
C12 -0.098154 1.402315 0.739778  0.677
O3 0.395652 1.731638 1.787537  -0.580
N1 0.471240 0.554414 -0.161845  -0.647
C13 1.709707 -0.078818 -0.007393  0.204
C14 1.794552 -1.451553 -0.213838  -0.205
C15 3.003489 -2.111074 -0.060560  -0.144
C16 4.144296 -1.415751 0.320217  -0.174
C17 4.072222 -0.048965 0.504574  -0.211
C18 2.872092 0.626702 0.325128  -0.061
Cl1 2.853698 2.336692 0.453417  0.055
H9 4.953769 0.510739 0.771978  0.235
H10 5.079179 -1.936980 0.451118  0.235
C19 3.059461 -3.598554 -0.267945  0.974
F1 2.182415 -4.022380 -1.192758  -0.325
F2 4.266975 -4.023429 -0.663693  -0.321
F3 2.770888 -4.279533 0.857449  -0.323
H11 0.909231 -2.002983 -0.493599  0.230
H12 -0.124524 0.225528 -0.909027  0.418
H13 -3.404911 2.878876 -3.581376  0.230
H14 -1.751123 2.220078 -3.582874  0.232
H15 -4.677513 0.740872 -1.682028  0.212
H16 -5.069966 -0.433665 -2.939940  0.213
H17 -5.377833 1.283681 -3.203901  0.209

Force components x, y, z for each atom (eV/Å):
0.1953 -0.0702 -0.0918
-0.1102 0.1024 0.0361
0.0407 -0.0335 -0.0776
0.0859 -0.0269 0.0252
0.0079 -0.1636 0.0406
-0.2743 0.3472 -0.4964
0.0031 -0.0210 0.1233
0.3379 -0.3392 0.1913
-0.1013 0.3473 0.6127
-0.1418 0.0814 -0.1538
0.0207 0.0877 -0.0129
-0.0082 -0.0958 -0.0070
-0.0436 -0.0444 0.0343
-0.0027 0.0140 0.0665
0.0490 -0.0306 -0.1034
0.0309 0.1229 0.0419
-0.0344 0.0321 0.0846
-0.0623 -0.0440 0.0497
-0.0349 -0.0825 -0.0222
0.0111 -0.0265 -0.1054
0.1315 -0.2540 -0.0406
-0.2341 0.0224 -0.3482
-0.1848 0.0270 0.2069
-0.0590 -0.1177 -0.4042
0.3588 -0.1027 0.2554
0.2550 0.0512 0.0603
0.0025 0.0036 -0.0902
-0.2113 -0.0793 -0.0667
-0.0870 0.0056 0.0112
-0.1199 -0.2924 -0.0482
0.2435 0.2194 -0.1270
0.0652 0.0875 0.0242
0.0875 -0.0272 0.0013
-0.0459 -0.2712 0.0528
-0.1821 0.1365 -0.1393
0.2409 0.1461 -0.0298
-0.0374 0.0826 0.1849
-0.1028 -0.0329 0.0123
0.1277 0.1449 0.0348
0.0691 0.0221 0.0696
-0.0001 0.0686 0.0025
-0.0769 -0.0014 0.1263
-0.0884 -0.0664 0.0305
-0.1208 0.0710 -0.0146

Question: Which of these has the lowest HOMO?
Answer: C6H12

Question: Number 1 is which compound?
Answer: C6H12